(1)
Formula: C22H28BBrN11OReS
Source: OMol25
Level of theory: wB97M-V/def2-TZVPD

Structure (XYZ):
```
66
C22H28BBrN11OReS wB97M-V/def2-TZVPD
Re 1.051 -0.337 0.287
B 3.800 0.140 2.615
N 2.289 -0.014 3.064
C 1.940 0.007 4.332
C 0.553 -0.208 4.457
C 0.111 -0.354 3.183
N 1.171 -0.228 2.296
N 4.020 -0.182 1.094
C 5.239 -0.261 0.583
C 5.162 -0.470 -0.793
C 3.821 -0.509 -1.056
N 3.104 -0.335 0.097
H 4.161 1.262 2.858
H 4.441 -0.651 3.262
H 2.688 0.167 5.097
H -0.023 -0.255 5.368
H -0.883 -0.558 2.833
H 6.104 -0.164 1.223
H 5.977 -0.572 -1.489
H 3.334 -0.668 -2.003
N -1.240 -1.558 -3.235
C -0.787 -0.447 -2.689
S 0.887 -0.493 -2.084
N -1.466 0.677 -2.631
C -2.841 1.011 -2.927
C -3.663 0.312 -3.803
C -4.983 0.716 -3.962
C -5.476 1.813 -3.275
C -4.633 2.540 -2.444
C -3.319 2.140 -2.272
H -0.631 -2.359 -3.302
H -2.131 -1.614 -3.699
H -0.954 1.438 -2.209
H -3.311 -0.486 -4.438
H -5.618 0.179 -4.655
H -6.504 2.121 -3.412
H -4.996 3.425 -1.938
H -2.656 2.719 -1.635
N 1.663 3.780 -0.311
C 1.174 3.871 0.976
C 0.847 2.612 1.338
N 1.133 1.754 0.271
C 1.640 2.511 -0.704
H 2.024 4.551 -0.857
H 1.108 4.802 1.512
H 0.470 2.258 2.282
H 1.993 2.158 -1.659
Br -3.882 -3.244 -0.700
C -3.138 -1.674 -0.019
C -3.929 -0.648 0.471
C -3.296 0.503 0.914
C -1.921 0.592 0.854
N -1.149 -0.415 0.402
C -1.764 -1.536 -0.021
H -5.008 -0.743 0.499
H -3.869 1.335 1.303
H -1.417 1.491 1.177
H -1.135 -2.341 -0.370
N 2.578 -3.133 1.958
C 1.639 -3.327 1.045
N 1.256 -4.558 0.740
O 1.071 -2.354 0.412
H 3.011 -3.906 2.439
H 2.910 -2.209 2.175
H 1.675 -5.371 1.163
H 0.580 -4.704 0.009
```

Computed properties:
E_LUMO (spin up / spin down) ... -10.8975 / -10.4571 eV
<S²> ... 0.759
HOMO energy (spin up / spin down) ... -0.613 / -0.613 Ha
Charge ... +3
Spin multiplicity ... 2

(2)
Formula: C22H28BF8MnN6O2
Source: OMol25
Level of theory: wB97M-V/def2-TZVPD

Structure (XYZ):
```
68
C22H28BF8MnN6O2 wB97M-V/def2-TZVPD
Mn 0.032 0.359 -0.092
C -4.264 -1.055 1.466
C -3.880 -1.082 -0.016
C -3.901 0.313 -0.599
C -2.583 -1.826 -0.183
C -2.571 -3.215 -0.306
C -1.244 -3.563 -0.337
N -0.506 -2.457 -0.238
N -1.323 -1.353 -0.142
B 1.039 -2.491 -0.084
N 1.646 -1.702 -1.253
C 2.737 -1.961 -1.979
C 2.772 -1.083 -3.041
C 1.627 -0.292 -2.896
N 0.958 -0.666 -1.799
C 1.104 0.702 -3.890
C 0.632 -0.052 -5.136
C -0.010 1.566 -3.337
N 1.386 -1.905 1.281
C 2.122 -2.430 2.266
C 2.026 -1.601 3.362
C 1.175 -0.569 2.956
N 0.797 -0.759 1.692
C 0.711 0.589 3.779
C -0.797 0.752 3.662
C 1.508 1.847 3.439
H -5.239 -0.585 1.595
H -4.305 -2.058 1.890
H -3.533 -0.478 2.035
H -4.613 -1.697 -0.549
H -3.177 0.932 -0.085
H -3.675 0.324 -1.665
H -4.876 0.779 -0.446
H -3.429 -3.859 -0.366
H -0.760 -4.518 -0.415
H 1.420 -3.626 -0.128
H 3.393 -2.767 -1.705
H 3.496 -1.035 -3.833
H 1.947 1.342 -4.172
H -0.200 -0.713 -4.885
H 0.288 0.650 -5.895
H 1.425 -0.662 -5.568
H -0.866 0.949 -3.042
H 0.332 2.151 -2.491
H -0.366 2.260 -4.098
H 2.644 -3.358 2.118
H 2.483 -1.724 4.326
H 0.933 0.327 4.820
H -1.105 0.890 2.626
H -1.309 -0.138 4.032
H -1.145 1.616 4.227
H 1.408 2.111 2.385
H 1.171 2.692 4.040
H 2.569 1.687 3.632
F -1.888 2.303 -1.119
C -0.955 2.371 -0.128
F -0.022 3.253 -0.553
C -1.631 3.082 1.069
F -0.745 3.363 2.021
F -2.173 4.238 0.657
F -2.610 2.345 1.609
F 3.963 2.470 1.240
C 3.942 1.577 0.234
F 5.044 1.753 -0.494
F 4.004 0.356 0.784
C 2.650 1.758 -0.614
O 2.687 2.277 -1.696
O 1.633 1.293 0.033
```

Computed properties:
E_LUMO (spin up / spin down) ... -2.4793 / -0.2851 eV
<S²> ... 6.230
HOMO energy (spin up / spin down) ... -0.339 / -0.339 Ha
Spin multiplicity ... 5